Here is an isolated ion of composition C10H12N5 and charge +1 in a non-equilibrium geometry from the Open Molecules 2025 dataset. Energies are from the ωB97M-V functional and the def2-TZVPD basis.

**LUMO (alpha / beta)**: -3.416 / -3.416 eV
**E_HOMO (alpha / beta)**: -11.90 / -11.90 eV
**Relative energy (zero: lowest compared OMol25 entry of this formula, charge and spin)**: 47.21 kcal per mole
**SMILES string**: C[C@@]1(c2cn[nH]c2)[NH+]=CNc2[nH]ccc21
**Net charge**: +1

Each atom is followed by the atoms it is bonded to, with distances in Å.
Geometry (Å):
1 C 1.42573 1.92636 -0.28782  C3 1.376, C5 1.388, H16 1.054
2 C -1.52615 0.71249 1.20473  C6 1.467, N11 1.367, H17 1.111
3 C 2.61985 2.04800 0.38456  C1 1.376, N12 1.350, H18 0.992
4 C -2.92156 0.09170 -0.48287  C6 1.388, N13 1.314, H19 1.037
5 C 1.01720 0.60819 -0.14063  C1 1.388, C7 1.364, C9 1.857
6 C -1.58425 0.06725 -0.11176  C2 1.467, C4 1.388, C9 1.482
7 C 1.93583 -0.02285 0.64570  C5 1.364, N12 1.359, N14 1.394
8 C 0.95541 -2.15698 0.62197  N14 1.324, N15 1.320, H20 1.065
9 C -0.35525 -0.50420 -0.71124  C5 1.857, C6 1.482, C10 1.489, N15 1.452
10 C -0.34529 -0.62134 -2.19576  C9 1.489, H21 1.067, H22 1.087, H23 1.130
11 N -2.80835 1.09230 1.49065  C2 1.367, N13 1.333
12 N 2.82362 0.90893 1.08075  C3 1.350, C7 1.359, H24 1.074
13 N -3.58866 0.59207 0.53254  C4 1.314, N11 1.333, H25 1.004
14 N 1.88855 -1.34323 1.09066  C7 1.394, C8 1.324, H26 0.983
15 N -0.07659 -1.80043 -0.11920  C8 1.320, C9 1.452, H27 1.015
16 H 1.09049 2.54411 -1.07263  C1 1.054
17 H -0.65245 0.93215 1.85546  C2 1.111
18 H 3.05428 2.84496 0.78460  C3 0.992
19 H -3.30533 -0.37986 -1.32237  C4 1.037
20 H 0.99601 -3.13630 1.03950  C8 1.065
21 H -1.07434 -1.30539 -2.56999  C10 1.067
22 H 0.67371 -0.74584 -2.55340  C10 1.087
23 H -0.82824 0.17572 -2.83524  C10 1.130
24 H 3.60059 0.75572 1.80586  N12 1.074
25 H -4.53330 0.92991 0.50898  N13 1.004
26 H 2.50196 -1.96238 1.54419  N14 0.983
27 H -0.98342 -2.25106 -0.18723  N15 1.015